# 1
C26H25N2O14 | ωB97M-V/def2-TZVPD

```
67
Properties=species:S:1:pos:R:3:forces:R:3:lowdin_charge:R:1
N -3.6780 1.2336 -5.5041 -1.0 1.2 -2.0 0.0611
C 3.8768 0.4586 5.4566 0.0 -0.2 0.1 0.0751
H 2.8085 0.5406 5.6104 0.0 0.0 0.0 0.1255
H -0.8404 0.4488 5.3757 0.1 0.0 0.1 0.1247
C 6.7386 0.1446 5.2000 -0.1 0.1 -0.2 0.0781
C 0.9710 -4.0001 0.0022 0.0 0.6 0.0 -0.3145
C -0.1845 0.7161 3.6566 0.5 -0.1 0.2 -0.2264
C 4.5101 1.1093 4.4744 -0.6 0.1 0.1 -0.2310
C -1.8867 -0.0004 -4.2050 0.7 0.1 -0.6 -0.1982
O 6.5092 1.5835 3.3514 -0.4 0.1 -0.1 0.1136
O 2.1024 -4.5695 3.8742 0.0 0.4 0.0 0.1231
H -6.4384 0.1748 -6.7129 0.4 -0.2 -0.3 0.1009
C 1.5485 -5.5793 1.8213 0.0 0.1 0.2 0.0809
C -2.9724 2.9300 -2.9922 0.0 -0.5 -0.6 -0.1959
C -3.3898 0.0979 -4.6321 -0.1 -0.5 1.3 -0.0389
O -2.4871 0.8170 4.0814 0.2 0.0 0.1 0.1253
H -5.1786 2.9051 -7.9728 0.3 -0.3 0.3 0.1454
H -3.8462 2.2589 -3.1108 0.4 0.3 0.2 0.1113
C -4.6052 2.4956 -7.1439 0.5 0.5 0.4 0.0241
H -5.3855 0.0356 -8.1977 -0.1 0.0 0.5 0.0999
O 3.8569 1.9063 3.6187 0.6 -0.1 0.0 0.0935
H -4.0618 0.1484 -3.7512 0.4 0.1 -0.4 0.1404
C -1.6103 0.9162 3.2468 -0.3 0.1 -0.3 -0.3055
H -3.4785 4.2600 -6.4922 0.0 -0.2 0.0 0.1835
O -1.0635 -0.3097 -5.0304 -0.7 0.2 0.3 0.0944
C 1.1803 -5.3787 0.5502 0.1 -0.6 0.2 -0.2340
C 0.5400 1.0828 1.3733 0.4 -0.1 0.5 -0.3113
H 1.8467 0.6501 3.0546 0.0 0.0 0.0 0.1113
H -3.6261 -0.8620 -5.1242 0.2 0.7 -0.1 0.1339
C -1.8840 1.2296 1.8429 -0.1 0.0 0.1 0.0875
C 1.7544 -4.4459 2.7162 0.0 -0.7 0.0 -0.3106
H -2.0334 4.1175 -4.5811 0.1 -0.5 -0.4 0.1239
C -3.2229 2.4854 -5.4450 2.9 1.7 2.1 -0.2341
H -0.2019 1.5871 -0.7417 0.0 -0.2 0.1 0.1243
C 6.1073 -0.5051 6.1862 0.7 -0.1 0.0 -0.2334
C 1.1541 -2.8685 0.9025 -0.1 -0.1 -0.2 0.0781
H 7.8076 0.0752 5.0551 0.0 0.0 0.0 0.1383
H -1.5462 0.2445 -3.1711 -0.7 -0.2 -0.3 0.1320
H 6.0839 -1.6327 7.6603 0.1 0.0 0.0 0.1223
O -1.0925 1.5966 -0.3364 1.7 -0.9 2.2 0.0283
O 1.6915 -2.0531 3.0253 0.1 -0.7 0.2 0.1017
C -4.5739 1.2526 -6.6071 -0.9 -1.0 -0.8 -0.1932
C -2.2446 3.0519 -4.4063 -1.2 -0.7 0.6 -0.0203
H 0.7261 -5.9854 -1.1447 0.0 -0.1 0.0 0.1191
H 1.9531 -2.4602 3.8750 0.0 0.1 0.0 0.1261
H 1.7046 -6.5688 2.2275 0.0 0.0 0.0 0.1395
O 0.0380 0.4538 4.9496 -0.5 0.1 -0.3 0.1131
C -0.8818 1.3095 0.9650 -0.4 0.1 -0.2 -0.2053
C 4.6237 -0.4002 6.3709 -0.5 0.2 -0.1 -0.3122
H 4.5374 2.2525 3.0090 0.0 0.0 0.0 0.1238
H -1.3093 2.4635 -4.3926 -0.4 0.4 0.0 0.1240
C 0.8150 0.7947 2.7717 0.1 0.1 -0.2 0.0635
C 5.9888 0.9831 4.2731 0.6 -0.2 0.2 -0.3146
O 4.0948 -1.0249 7.2698 0.3 -0.1 0.1 0.1174
O 6.7631 -1.2798 7.0542 -0.6 0.1 -0.1 0.1166
H -3.3889 3.9134 -2.7063 0.4 -0.4 0.0 0.1331
O -2.1449 2.3330 -1.9994 -1.5 1.8 -2.4 -0.1041
H -2.9156 1.3888 1.5602 0.0 0.0 0.0 0.1367
H -1.6108 3.0501 -1.6366 -0.1 -0.3 0.2 0.1078
H -4.9748 -0.8614 -6.6849 -0.4 0.3 -0.4 0.0758
O 0.6531 -3.8697 -1.1665 0.0 -0.3 0.0 0.1022
C -5.4074 0.0673 -7.0967 0.7 0.3 0.8 0.0099
H 0.9838 -1.8792 0.4999 0.1 0.0 0.0 0.1249
O 0.9806 -6.3943 -0.2962 -0.1 0.6 -0.1 0.1133
O 1.4110 1.1504 0.5224 -0.3 0.1 -0.3 0.1085
N -3.7137 3.2836 -6.3773 -1.3 -1.9 -0.6 0.1672
C 1.5186 -3.0689 2.1743 -0.1 0.7 -0.2 -0.2215
```
Forces are in eV/Å.

Properties
**Total charge**: +1
**Lowest unoccupied orbital energy**: -3.28 eV
**Orbital gap**: 7.68 eV

# 2
C38H37AsFN5O3Pb | ωB97M-V/def2-TZVPD

```
86
Properties=species:S:1:pos:R:3:forces:R:3:lowdin_charge:R:1
F -10.1320 -17.1224 -13.6548 0.8 0.8 0.7 0.0364
As -17.4498 -16.8789 -6.4356 3.1 -0.6 1.2 1.5771
H -17.5091 -15.6460 -3.4929 1.5 -0.1 0.3 0.1393
C -14.2461 -11.0427 -11.6212 -1.1 0.0 -0.8 -0.1434
C -16.4216 -15.8258 -3.7433 -1.8 0.9 1.7 -0.0712
H -17.1056 -14.0063 -11.9640 0.6 0.4 -0.5 0.0899
C -5.4609 -17.0690 -14.5181 -0.4 0.4 0.1 -0.0597
C -11.5831 -12.2192 -8.3058 -2.3 1.3 0.9 -0.5252
H -8.0646 -18.0378 -15.3947 0.1 -0.2 0.3 0.1467
H -7.0017 -10.8715 -9.7494 0.3 -0.6 -0.4 0.0962
N -14.9355 -12.2087 -11.3985 -0.3 -1.4 0.0 -0.0583
H -15.5678 -15.1000 -1.9265 -0.2 0.6 0.5 0.1218
H -7.0991 -11.8132 -11.2749 0.4 0.1 0.4 0.0895
C -10.6171 -15.3730 -12.1842 0.9 -1.5 1.5 0.0951
C -15.8268 -17.3519 -7.4472 2.0 1.9 1.4 -0.3441
C -8.2722 -16.1818 -12.3877 -0.7 0.2 0.7 -0.1304
C -16.3452 -13.8490 -12.7604 0.4 0.1 0.0 -0.0016
C -13.8004 -16.0844 -4.5479 -0.7 -0.7 -2.9 0.0208
H -16.8580 -13.8980 -13.7435 0.4 0.2 0.6 0.0989
C -18.7219 -18.6649 -4.6232 -1.0 2.6 0.8 -0.0677
C -19.2553 -19.8548 -4.1258 0.6 0.4 0.3 0.0953
C -13.3888 -17.5964 -7.2530 -0.7 0.3 2.6 -0.0016
H -11.6642 -15.5057 -12.4887 0.6 0.5 0.3 0.1451
C -17.5682 -19.8257 -6.3867 -0.5 -1.2 -0.3 0.0375
C -9.3605 -12.7994 -9.1416 1.0 0.8 1.1 0.0495
C -7.8611 -15.2274 -11.4460 0.9 -0.5 -0.3 0.0688
C -11.1490 -13.8674 -10.2964 -2.1 0.1 -0.6 -0.2239
H -6.7884 -15.1839 -11.1650 -1.0 0.1 -0.3 0.1205
C -14.5784 -17.0165 -6.7467 -1.9 -2.2 -0.4 -0.1486
C -7.4796 -18.7025 -14.7501 0.8 -0.4 1.1 -0.0533
C -14.4752 -18.1883 -9.2861 -0.1 0.1 0.5 -0.0263
H -7.6346 -19.7549 -14.9717 0.0 0.0 -0.4 0.1393
O -12.4097 -14.0257 -10.7342 1.8 0.4 1.7 -0.3067
H -5.3523 -19.1216 -14.6171 -0.8 0.0 -0.1 0.1960
C -15.6844 -17.7001 -8.7476 -1.0 -0.8 -2.4 -0.1204
C -6.6327 -11.7801 -10.2723 -0.5 -0.1 -0.1 -0.0436
H -19.6096 -19.8555 -3.1096 -0.5 -0.3 0.2 0.1555
C -10.7272 -12.9901 -9.2333 -0.4 -1.6 -2.2 -0.0372
H -5.7501 -16.2912 -15.2449 -0.1 -0.4 0.3 0.1500
H -14.4267 -18.4368 -10.3434 0.0 -0.2 0.3 0.1221
H -5.8644 -18.4377 -16.0014 0.3 -0.1 -0.5 0.1756
H -8.9118 -12.0452 -8.4223 -1.1 -1.0 -0.9 0.1810
C -8.7950 -14.4270 -10.7823 -0.3 0.1 0.4 -0.0973
C -14.8497 -16.5169 -5.4041 1.5 0.9 1.1 -0.1933
H -19.8144 -21.8937 -4.8043 0.8 0.6 0.3 0.1698
C -15.5106 -12.5930 -12.5692 0.2 0.5 1.2 -0.3516
H -6.2994 -13.8871 -9.6226 -0.7 0.4 -0.2 0.1229
H -6.9732 -19.1127 -12.6666 -0.5 0.3 -0.2 0.1473
H -12.8365 -16.1092 -5.0056 0.7 -0.1 0.2 0.1187
C -16.1718 -16.3764 -4.9557 0.3 -0.4 -2.3 -0.2937
H -16.9319 -19.6768 -7.2729 -0.3 -0.9 0.4 0.1262
C -13.3524 -18.2790 -8.4371 -0.4 0.7 -2.6 -0.0251
N -7.3837 -17.0481 -12.9964 0.4 0.0 -0.1 -0.0931
H -16.6041 -17.5697 -9.3509 0.8 -0.5 -0.2 0.1323
H -4.3872 -17.1924 -14.5852 0.3 0.3 0.2 0.1380
C -15.3632 -15.4221 -2.9192 -0.4 -0.6 -0.4 0.0000
H -15.3001 -11.7925 -14.4960 -0.4 0.2 -0.1 0.1684
C -14.4780 -10.6288 -12.8831 1.2 -0.7 -2.1 -0.0368
O -12.9830 -12.1700 -8.3404 2.3 -1.4 -1.0 -0.3261
H -15.6191 -14.6716 -12.7077 -0.4 -0.1 -0.1 0.0724
N -15.2116 -11.6722 -13.5021 0.5 0.7 1.1 0.1231
C -18.1800 -21.0275 -5.9438 0.3 -0.3 -0.7 0.0238
H -13.6964 -10.5213 -10.8902 0.4 0.3 0.9 0.1039
H -8.7201 -18.6887 -12.9544 0.4 -0.1 -0.1 0.1301
N -8.4154 -13.4493 -9.8336 -1.2 -1.1 -0.6 -0.0186
C -7.0283 -13.0601 -9.5119 0.4 0.4 1.3 -0.1688
C -10.1750 -14.6440 -11.0303 -0.3 1.9 -0.6 -0.0643
H -12.5315 -17.7137 -6.5795 -0.2 0.5 -0.3 0.1379
C -14.0381 -15.4856 -3.3620 -1.8 0.5 1.2 0.0038
O -10.9919 -11.5785 -7.4793 -0.2 0.1 0.3 0.1141
H -12.3909 -18.6427 -8.8300 -0.6 -0.1 0.3 0.1366
H -17.9564 -21.9225 -6.5457 -0.4 0.3 0.6 0.1469
C -9.6832 -16.2273 -12.6902 0.0 -0.3 -1.3 -0.1471
C -7.6875 -18.4831 -13.2455 0.2 1.4 -0.4 -0.0953
H -19.0125 -17.6769 -4.1116 0.6 -1.7 -0.6 0.1551
H -13.3079 -14.9806 -2.7764 0.8 0.0 0.3 0.1322
H -5.3903 -17.2785 -12.3149 -0.1 0.1 -0.4 0.1432
H -13.9170 -9.9006 -13.5096 -1.0 -0.4 0.7 0.1424
N -5.9941 -18.4044 -14.9995 -0.1 -0.1 0.1 0.0657
H -5.5510 -11.7235 -10.3885 -0.1 0.1 0.1 0.0841
H -7.1131 -12.8726 -8.4064 0.7 -0.1 -1.1 0.1388
H -5.7392 -15.6593 -12.9128 -0.3 -0.3 -0.2 0.1319
C -19.1297 -21.0231 -4.9118 0.4 -1.4 -1.6 0.0745
C -17.9501 -18.6461 -5.7458 -0.7 1.8 0.7 -0.3460
Pb -14.2281 -13.6517 -9.4212 0.6 1.1 -0.6 1.4020
C -5.9558 -16.7204 -13.0878 0.1 -0.7 -0.2 -0.1139
```
Forces are in eV/Å.

Properties
**Total charge**: +4
**Lowest unoccupied orbital energy (alpha / beta)**: -13.99 / -14.11 eV
**Orbital gap (alpha / beta)**: 2.49 / 2.36 eV